Version i
Entry from OMol25: C4H4N4 in the gas phase (the ωB97M-V functional and the def2-TZVPD basis).

Cartesian coordinates (Å):
N (-3.289, -0.509, -0.309)
C (-2.254, -0.060, -0.032)
N (-0.973, 0.127, 0.226)
C (0.029, -1.315, 0.298)
N (1.196, -0.871, -0.275)
C (1.587, 0.368, -0.315)
C (0.832, 1.500, 0.008)
N (-0.437, 1.281, 0.253)
H (-0.444, -2.126, -0.291)
H (-0.011, -1.461, 1.468)
H (2.515, 0.586, -0.837)
H (1.249, 2.482, -0.193)

## Properties
Structure (SMILES) ... N#CN1CN=CC=N1
HOMO level ... -9.18 eV
Charge ... 0
LUMO ... -0.74 eV

=====

Version ii
Entry from OMol25: C4H4N4 in the gas phase (the ωB97M-V functional and the def2-TZVPD basis).

Cartesian coordinates (Å):
C (0.019, -1.206, -0.709)
N (0.476, -0.746, 0.360)
C (0.664, 0.546, 0.606)
C (-0.422, 1.383, 0.721)
N (-1.744, 1.241, 0.323)
N (-2.067, 0.321, -0.533)
C (-3.283, -0.036, -0.951)
N (-4.209, -0.629, -1.274)
H (0.030, -0.897, -1.700)
H (-0.366, -2.295, -0.594)
H (1.521, 0.997, 1.016)
H (-0.379, 2.287, 1.156)

## Properties
Structure (SMILES) ... C=N/C=C\N=N\C#N
HOMO level (spin up / spin down) ... -9.28 / -9.28 eV
Charge ... 0
LUMO (spin up / spin down) ... -1.45 / -1.45 eV

=====

It comes down to version i, which is 95.3 kJ/mol more stable than the next structure.

=====

Version i
Entry from OMol25: CH5NO2S in the gas phase (the ωB97M-V functional and the def2-TZVPD basis).

Cartesian coordinates (Å):
C (0.369, 1.273, -0.422)
S (-0.262, -0.055, 0.613)
N (0.153, -1.614, -0.294)
O (0.477, -0.113, 1.833)
O (-1.691, 0.033, 0.668)
H (0.708, 0.870, -1.364)
H (-0.459, 1.956, -0.561)
H (1.177, 1.743, 0.121)
H (-0.583, -1.735, -0.983)
H (0.110, -2.358, 0.389)

## Properties
Structure (SMILES) ... CS(N)(=O)=O
HOMO level ... -10.61 eV
Charge ... 0
LUMO ... 0.73 eV

=====

Version ii
Entry from OMol25: 2 unconnected molecules or ions with the total composition CH5NO2S (the ωB97M-V functional and the def2-TZVPD basis).

Cartesian coordinates (Å):
N (-1.114, -0.378, 0.087)
C (-0.309, 0.519, -0.648)
O (0.104, 1.550, -0.215)
H (-1.723, -1.198, -0.322)
H (-1.686, 0.089, 0.906)
H (-0.403, 0.231, -1.762)
O (2.548, 0.619, 0.496)
S (2.084, -0.723, -0.246)
H (1.854, 1.260, 0.198)
H (1.496, -1.101, 0.920)

## Properties
Structure (SMILES) ... NC=O.OS
HOMO level ... -8.91 eV
Charge ... 0
LUMO ... 0.64 eV

=====

It comes down to version i, which is 73.7 kJ/mol more stable than the next structure.

=====

Version i
Entry from OMol25: 2 unconnected molecules or ions with the total composition CH5NO2S (the ωB97M-V functional and the def2-TZVPD basis).

Cartesian coordinates (Å):
C (-1.916, 0.505, 0.269)
S (-1.394, -1.161, 0.483)
O (-0.113, -1.173, -0.578)
H (-2.030, 0.539, -0.781)
H (-2.898, 0.934, 0.792)
H (-1.058, 1.079, 0.515)
H (0.685, -0.963, -0.188)
N (2.434, 0.035, -0.198)
O (3.160, 1.008, -0.169)
H (3.129, -0.802, -0.146)

## Properties
Structure (SMILES) ... CSO.N=O
HOMO level ... -8.45 eV
Charge ... 0
LUMO ... -1.04 eV

=====

Version ii
Entry from OMol25: 2 unconnected molecules or ions with the total composition CH5NO2S (the ωB97M-V functional and the def2-TZVPD basis).

Cartesian coordinates (Å):
C (0.972, -0.072, -0.328)
N (-1.720, 0.921, 0.182)
O (-0.984, -1.404, 0.647)
O (1.694, -1.237, -0.341)
S (-0.921, -0.469, -0.464)
H (1.368, 0.575, 0.935)
H (1.457, 0.706, -1.035)
H (-0.949, 1.456, 0.699)
H (-2.235, 1.544, -0.384)
H (1.319, -2.020, 0.089)

## Properties
HOMO level ... -9.37 eV
Charge ... 0
LUMO ... 0.57 eV

=====

It comes down to version ii, which is 107.6 kJ/mol more stable than the next structure.

=====

Version i
Entry from OMol25: C5H6OS2 in the gas phase (the ωB97M-V functional and the def2-TZVPD basis).

Cartesian coordinates (Å):
C (-0.209, 0.872, 1.927)
C (-0.444, 0.598, 0.464)
C (-1.548, 1.311, -0.209)
O (-2.265, 2.066, 0.416)
C (0.258, -0.385, -0.185)
S (0.243, -0.629, -1.912)
C (1.423, -1.984, -2.014)
S (1.929, -2.706, -3.368)
H (-1.079, 0.547, 2.452)
H (0.637, 0.305, 2.295)
H (-0.167, 1.968, 2.035)
H (-1.608, 1.254, -1.279)
H (0.988, -0.993, 0.408)
H (1.843, -2.225, -1.028)

## Properties
Structure (SMILES) ... C/C(C=O)=C/SC=S
HOMO level ... -8.96 eV
Charge ... 0
LUMO ... -0.73 eV

=====

Version ii
Entry from OMol25: a molecular structure, C5H6OS2 (the ωB97M-V functional and the def2-TZVPD basis).

Cartesian coordinates (Å):
C (-1.592, 0.375, 0.294)
C (0.805, 1.393, -0.019)
C (1.075, -0.142, 0.048)
C (0.090, -1.096, -0.689)
C (-0.713, -0.920, 0.521)
H (1.593, 1.766, 0.636)
H (1.408, 1.795, -0.887)
H (2.141, -0.393, -0.071)
H (0.335, -2.180, -1.082)
H (-0.302, -0.589, -1.472)
H (-1.335, -1.687, 1.060)
O (0.424, -0.422, 1.329)
S (-3.175, 0.134, 0.129)
S (-0.754, 1.965, 0.202)

## Properties
HOMO level ... -8.61 eV
Charge ... 0
LUMO ... -0.15 eV

=====

Version iii
Entry from OMol25: 2 unconnected molecules or ions with the total composition C5H6OS2 (the ωB97M-V functional and the def2-TZVPD basis).

Cartesian coordinates (Å):
C (0.710, 1.085, -1.464)
C (0.352, -0.004, -0.457)
C (0.739, -1.217, -0.041)
C (0.017, -1.571, 1.296)
C (-1.105, -0.458, 1.243)
H (2.834, -0.859, -2.032)
H (0.010, 1.293, -2.225)
H (0.438, 2.055, -0.836)
H (1.481, -2.022, -0.373)
H (0.565, -1.418, 2.388)
H (-0.506, -2.553, 1.225)
O (-0.646, 0.445, 0.476)
S (2.314, 1.334, -2.174)
S (-2.559, -0.525, 1.835)

## Properties
HOMO level ... -8.73 eV
Charge ... 0
LUMO ... -2.21 eV

=====

It comes down to version i, which is 129.0 kJ/mol more stable than the next structure.

=====

Version i
Entry from OMol25: a molecular structure, C35H33N7O4ReS (the ωB97M-V functional and the def2-TZVPD basis).

Cartesian coordinates (Å):
Re (0.232, -0.662, 0.627)
C (-2.987, -0.816, 4.862)
C (-1.771, -1.569, 4.483)
N (-1.237, -2.554, 5.124)
N (-0.149, -2.917, 4.383)
C (0.013, -2.186, 3.294)
S (1.205, -2.272, 2.065)
N (-1.016, -1.311, 3.345)
N (-1.241, -0.353, 2.342)
H (-3.367, -1.221, 5.796)
H (-3.758, -0.912, 4.095)
H (-2.767, 0.244, 5.004)
H (0.425, -3.689, 4.688)
H (-1.239, 0.570, 2.774)
H (-2.179, -0.501, 1.948)
O (-0.978, 0.624, -0.579)
C (-2.259, 0.026, -1.058)
C (-2.121, -1.501, -0.891)
O (-2.876, -2.256, -1.422)
O (-1.177, -1.876, -0.020)
C (-3.329, 0.547, -0.112)
C (-3.497, 1.926, 0.003)
C (-4.412, 2.447, 0.903)
C (-5.174, 1.597, 1.698)
C (-5.022, 0.224, 1.580)
C (-4.101, -0.304, 0.678)
C (-2.422, 0.405, -2.513)
C (-1.312, 0.416, -3.356)
C (-1.460, 0.732, -4.699)
C (-2.719, 1.009, -5.210)
C (-3.830, 0.961, -4.379)
C (-3.685, 0.662, -3.034)
H (-0.610, 1.145, -1.310)
H (-2.927, 2.594, -0.633)
H (-4.548, 3.519, 0.973)
H (-5.899, 2.007, 2.390)
H (-5.644, -0.443, 2.164)
H (-4.036, -1.380, 0.556)
H (-0.325, 0.125, -3.000)
H (-0.593, 0.741, -5.347)
H (-2.837, 1.248, -6.258)
H (-4.815, 1.159, -4.780)
H (-4.556, 0.625, -2.392)
N (5.444, 0.654, 2.863)
C (4.980, 1.820, 2.361)
O (5.679, 2.770, 2.089)
C (3.492, 1.920, 2.105)
C (2.943, 3.196, 2.039)
C (1.599, 3.339, 1.737)
C (0.863, 2.210, 1.450)
N (1.391, 0.972, 1.481)
C (2.683, 0.837, 1.837)
H (6.430, 0.598, 3.063)
H (4.848, -0.071, 3.218)
H (3.589, 4.047, 2.212)
H (1.131, 4.313, 1.692)
H (-0.174, 2.284, 1.145)
H (3.067, -0.174, 1.836)
C (1.259, -3.993, -3.793)
C (1.806, -2.756, -4.115)
C (1.907, -1.766, -3.157)
C (1.442, -1.999, -1.854)
C (0.908, -3.253, -1.531)
C (0.820, -4.237, -2.499)
N (1.509, -0.965, -0.890)
C (2.623, -0.072, -1.035)
C (2.427, 1.269, -1.343)
C (3.512, 2.134, -1.394)
C (4.791, 1.661, -1.136)
C (4.988, 0.314, -0.855)
C (3.909, -0.556, -0.812)
H (1.185, -4.766, -4.546)
H (2.156, -2.563, -5.121)
H (2.334, -0.806, -3.419)
H (0.582, -3.466, -0.525)
H (0.412, -5.204, -2.238)
H (1.433, 1.640, -1.567)
H (3.359, 3.176, -1.644)
H (5.635, 2.338, -1.165)
H (5.987, -0.061, -0.672)
H (4.052, -1.609, -0.599)

## Properties
HOMO level (spin up / spin down) ... -13.05 / -13.48 eV
Charge ... +2
Expectation value of S² ... 3.78
LUMO (spin up / spin down) ... -5.57 / -6.88 eV
Multiplicity ... 4

=====

Version ii
Entry from OMol25: a molecular structure, C35H33N7O4ReS (the ωB97M-V functional and the def2-TZVPD basis).

Cartesian coordinates (Å):
Re (0.314, 0.060, -0.246)
C (-2.099, 3.037, 4.195)
C (-0.726, 2.659, 3.776)
N (0.365, 2.855, 4.435)
N (1.347, 2.348, 3.619)
C (0.899, 1.852, 2.485)
S (1.856, 1.192, 1.215)
N (-0.422, 2.037, 2.562)
N (-1.287, 1.648, 1.547)
H (-2.074, 3.349, 5.235)
H (-2.792, 2.201, 4.090)
H (-2.470, 3.871, 3.596)
H (2.312, 2.394, 3.909)
H (-1.789, 2.460, 1.210)
H (-1.952, 0.967, 1.901)
O (-0.681, -1.145, 1.431)
C (-1.688, -2.138, 1.006)
C (-1.892, -1.931, -0.513)
O (-2.889, -2.320, -1.053)
O (-0.880, -1.296, -1.132)
C (-1.177, -3.567, 1.180)
C (0.114, -3.834, 1.622)
C (0.564, -5.146, 1.768)
C (-0.272, -6.200, 1.455)
C (-1.557, -5.940, 0.991)
C (-2.006, -4.637, 0.848)
C (-2.992, -1.787, 1.726)
C (-3.668, -0.620, 1.361)
C (-4.862, -0.263, 1.969)
C (-5.396, -1.073, 2.968)
C (-4.712, -2.210, 3.368)
C (-3.513, -2.567, 2.750)
H (-0.123, -1.559, 2.105)
H (0.817, -3.039, 1.875)
H (1.568, -5.335, 2.131)
H (0.075, -7.221, 1.566)
H (-2.217, -6.762, 0.731)
H (-3.000, -4.443, 0.463)
H (-3.273, 0.007, 0.558)
H (-5.393, 0.627, 1.649)
H (-6.352, -0.825, 3.416)
H (-5.115, -2.836, 4.158)
H (-2.994, -3.465, 3.068)
N (-4.643, 1.018, -2.603)
C (-3.992, 2.171, -2.910)
O (-4.464, 3.062, -3.580)
C (-2.604, 2.373, -2.330)
C (-2.042, 3.640, -2.443)
C (-0.774, 3.873, -1.932)
C (-0.101, 2.844, -1.310)
N (-0.644, 1.617, -1.203)
C (-1.873, 1.386, -1.722)
H (-5.547, 0.889, -3.025)
H (-4.223, 0.222, -2.157)
H (-2.613, 4.411, -2.949)
H (-0.295, 4.840, -2.017)
H (0.893, 2.978, -0.909)
H (-2.216, 0.362, -1.682)
C (3.997, -3.595, -1.433)
C (4.013, -2.849, -2.609)
C (3.263, -1.694, -2.725)
C (2.484, -1.258, -1.638)
C (2.476, -2.027, -0.459)
C (3.216, -3.183, -0.357)
N (1.693, -0.111, -1.689)
C (1.894, 0.866, -2.734)
C (0.930, 1.023, -3.720)
C (1.136, 1.943, -4.738)
C (2.295, 2.711, -4.761)
C (3.250, 2.554, -3.765)
C (3.053, 1.627, -2.750)
H (4.601, -4.492, -1.349)
H (4.612, -3.179, -3.450)
H (3.244, -1.139, -3.655)
H (1.920, -1.678, 0.418)
H (3.212, -3.756, 0.560)
H (0.052, 0.384, -3.710)
H (0.398, 2.049, -5.525)
H (2.453, 3.427, -5.560)
H (4.156, 3.151, -3.781)
H (3.794, 1.491, -1.965)

## Properties
HOMO level (spin up / spin down) ... -13.17 / -13.47 eV
Charge ... +2
Expectation value of S² ... 3.78
LUMO (spin up / spin down) ... -6.17 / -7.11 eV
Multiplicity ... 4

=====

It comes down to version i, which is 151.3 kJ/mol more stable than the next structure.